No. 1
C23H33N3O3S3Ti | wB97M-V/def2-TZVPD

Calculated values
Spin multiplicity: 3
⟨S²⟩: 2.02
LUMO level (alpha / beta) in eV: 0.4 / 0.4
HOMO energy (alpha / beta) in eV: -3.88 / -7.17
Energy relative to the best compared isomer or geometry (same formula, charge and spin) in kJ/mol: 0.0
Kohn-Sham gap (alpha / beta) in Eh: 0.1576 / 0.2781

Geometry (Å):
Ti 0.115 -0.283 -1.252
S 2.325 3.281 1.074
S -0.163 0.826 1.906
S 4.008 -2.792 -0.213
O -0.352 -0.333 0.943
O 0.462 -0.012 -3.022
O -1.869 0.619 -1.368
N -4.080 0.317 -1.209
N 1.481 1.339 -0.458
N 2.056 -1.285 -0.777
C -1.384 -1.026 3.560
C 3.086 1.703 1.183
C -1.604 1.861 1.622
C 4.012 -1.194 0.423
C 2.515 -2.481 -1.009
C 0.785 0.578 -4.246
C -2.818 -0.147 -1.140
C 1.989 1.497 -4.043
C 0.335 3.502 -0.950
C 1.199 2.627 -0.120
C -1.724 -1.534 4.804
C 1.828 -3.482 -1.873
C -0.424 1.376 -4.734
C 2.897 -0.533 0.020
C -1.240 -2.062 -1.236
C 1.126 -0.531 -5.241
C -0.234 0.794 4.640
C -0.588 0.282 5.876
C -1.340 -0.889 5.976
C -2.589 -1.571 -0.722
C -1.709 -1.440 7.325
C -0.650 0.147 3.487
C 2.512 0.853 0.274
H -0.219 1.860 -5.691
H -0.822 -1.584 7.943
H -1.348 -2.411 -2.272
H 0.277 -1.209 -5.345
H 1.470 -4.327 -1.283
H -2.371 -0.756 7.859
H -4.855 -0.317 -1.149
H 4.820 -0.818 1.027
H -2.509 1.261 1.713
H 2.310 1.948 -4.984
H -3.477 -2.168 -0.975
H 0.977 -3.001 -2.350
H -1.282 0.713 -4.852
H -1.593 2.665 2.358
H 3.909 1.506 1.848
H 0.904 4.140 -1.644
H -0.282 4.178 -0.347
H 0.370 1.692 4.569
H 2.819 0.924 -3.625
H 1.371 -0.122 -6.223
H 2.503 -3.864 -2.639
H -1.654 -1.543 2.649
H -4.235 1.249 -1.556
H 1.740 2.290 -3.337
H -0.677 2.144 -4.001
H -0.926 -2.924 -0.638
H -2.218 -2.398 7.233
H -1.499 2.268 0.619
H -2.294 -2.454 4.868
H -0.265 0.789 6.777
H -2.554 -1.519 0.373
H -0.333 2.881 -1.552
H 1.982 -1.101 -4.878


No. 2
C23H33N5O2PtS | wB97M-V/def2-TZVPD

Calculated values
LUMO level (alpha / beta) in eV: -8.1 / -7.9
HOMO energy (alpha / beta) in eV: -13.77 / -13.77
Energy relative to the best compared isomer or geometry (same formula, charge and spin) in kJ/mol: 175.5
Charge: +2
Kohn-Sham gap (alpha / beta) in Eh: 0.2067 / 0.2175

Geometry (Å):
Pt -1.120 -1.471 -0.099
S -0.869 -0.412 2.261
O -1.577 -1.687 2.500
O 4.236 1.859 -1.473
N -0.518 -4.292 0.698
N 0.343 -0.288 -1.322
N 0.016 -3.332 -0.075
N 2.848 3.551 -0.896
N -3.248 -0.724 -0.333
C 0.928 -3.927 -0.841
C 0.738 -0.483 3.147
C 3.880 5.799 -1.284
C 1.876 1.114 -3.137
C -4.396 -4.059 0.825
C 1.015 0.119 -3.565
C 0.269 -0.566 -2.622
C 1.975 1.397 -1.773
C 0.986 -5.288 -0.542
C -4.024 -2.729 0.845
C 3.971 4.434 -0.609
C -1.544 0.872 3.420
C 3.116 2.306 -1.348
C 1.186 0.655 -0.898
C 1.505 4.035 -0.649
C 0.052 -5.480 0.455
C -3.599 -2.105 -0.337
C -3.967 -4.163 -1.544
C 0.811 4.559 -1.906
C -0.433 1.225 4.398
C -3.593 -2.831 -1.541
C -4.362 -4.780 -0.364
C 0.890 0.915 3.703
H -0.516 0.621 5.303
H -4.062 -2.172 1.769
H -0.486 2.272 4.697
H 1.730 0.980 4.393
H -0.222 -6.373 0.978
H 0.598 -1.221 3.933
H -0.153 4.980 -1.641
H 4.876 3.913 -0.934
H 3.084 6.412 -0.864
H 3.728 5.694 -2.356
H 4.023 4.580 0.477
H 1.583 4.836 0.089
H -0.402 -1.364 -2.919
H 2.482 1.665 -3.842
H 1.616 -6.030 -0.983
H -3.343 -2.335 -2.470
H 1.530 -0.788 2.468
H -1.207 -4.063 1.405
H -1.841 1.725 2.812
H -4.745 -4.532 1.731
H -3.661 -0.231 0.454
H 4.821 6.322 -1.129
H 1.507 -3.384 -1.562
H -2.413 0.430 3.900
H -3.470 -0.251 -1.207
H 0.652 3.760 -2.625
H 1.248 0.806 0.174
H 0.905 3.226 -0.218
H -4.665 -5.815 -0.372
H -3.983 -4.717 -2.471
H 1.058 1.633 2.895
H 0.935 -0.135 -4.609
H 1.406 5.337 -2.371


No. 3
C23H33N5O6S | wB97M-V/def2-TZVPD

Calculated values
LUMO level in eV: 0.5
HOMO energy in eV: -7.79
Energy relative to the best compared isomer or geometry (same formula, charge and spin) in kJ/mol: 44.3
Kohn-Sham gap in Eh: 0.3062

Geometry (Å):
S -0.637 0.465 2.080
O -3.731 -2.000 -1.697
O -2.077 -2.969 0.036
O -0.361 3.741 0.254
O -5.098 0.475 0.289
O 4.135 1.729 -0.039
O 1.904 0.601 1.469
N 2.667 -0.997 0.068
N 0.896 2.087 -0.613
N -4.641 -1.159 1.785
N -3.001 2.138 -0.487
N -2.127 -0.173 2.130
C -4.317 -0.078 1.053
C 1.959 0.103 0.357
C -1.007 1.560 0.809
C 5.048 -2.290 -1.607
C 2.765 3.741 -0.409
C -4.767 -1.387 -2.431
C 4.130 3.059 -0.497
C -0.947 0.376 -2.112
C -2.934 0.391 1.250
C -0.117 2.547 0.167
C 5.013 -1.389 0.778
C -0.080 -0.103 -1.148
C -2.545 -1.350 -1.597
C 5.789 -3.758 0.288
C -1.313 -3.421 1.129
C 1.683 3.100 -1.292
C 3.524 -1.654 1.032
C -0.418 -1.263 -0.451
C -1.640 -1.877 -0.648
C -2.169 -0.241 -2.334
C 5.703 -2.323 -0.227
C -2.352 1.447 0.491
C 1.186 0.681 -0.837
H -2.838 0.180 -3.066
H 1.850 0.638 -1.710
H 4.803 -4.210 0.368
H 6.260 -3.786 1.268
H -4.006 2.016 -0.470
H -1.891 -4.230 1.574
H -5.627 -2.047 -2.326
H 2.731 -1.301 -0.890
H 2.415 3.734 0.625
H 4.861 3.654 0.071
H 5.540 -1.473 1.730
H 0.982 3.884 -1.596
H -4.513 -1.295 -3.492
H 4.465 3.013 -1.538
H 6.380 -4.366 -0.392
H 5.112 -0.358 0.432
H 2.134 2.661 -2.185
H 3.242 -1.250 2.006
H -0.341 -3.813 0.809
H 4.085 -2.798 -1.594
H 0.257 -1.651 0.293
H 3.743 1.713 0.845
H -3.929 -1.598 2.342
H 4.913 -1.264 -1.941
H 2.894 4.782 -0.709
H -5.534 -1.601 1.654
H 5.678 -2.802 -2.332
H -2.649 3.062 -0.684
H 6.727 -1.948 -0.337
H -0.696 1.265 -2.671
H 3.310 -2.726 1.023
H -1.164 -2.626 1.867
H -5.011 -0.404 -2.017


No. 4
C23H33NO4 | wB97M-V/def2-TZVPD

Calculated values
LUMO level in eV: -0.2
SMILES: C#C[C@]1(CC(=O)c2ccccc2)NC(=O)[C@@H](CCCCC)[C@H]1COC.CCO
HOMO energy in eV: -8.97
Energy relative to the best compared isomer or geometry (same formula, charge and spin) in kJ/mol: 1129.3
Kohn-Sham gap in Eh: 0.3232

Geometry (Å):
O 5.340 -1.565 0.619
O 2.231 0.679 -3.549
O -0.445 0.329 -1.511
O -7.536 0.772 1.725
N 1.665 -1.494 -2.618
C 3.983 -2.087 0.515
C 1.747 -3.580 -1.075
C 2.592 3.107 0.614
C -4.551 -0.853 0.372
C -0.459 -0.532 -0.575
C 5.651 -1.177 1.987
C -4.481 -0.809 1.968
C 1.742 -4.851 -0.715
C -3.066 -0.718 2.679
C 3.698 -0.237 -1.571
C 2.647 4.242 -0.532
C -1.870 -0.668 0.239
C 2.487 -0.232 -2.678
C 0.754 -1.450 -0.074
C 3.374 -1.676 -0.920
C 1.752 3.936 -1.838
C 3.883 1.060 -0.634
C -1.719 -0.637 1.830
C 2.532 1.589 0.073
C -3.245 -0.777 -0.512
C 1.784 -1.953 -1.208
C -8.597 -0.079 -0.264
C -8.793 0.450 1.143
H 2.032 -5.899 -0.317
H 3.307 -1.843 1.416
H 3.885 -2.427 -1.644
H -0.699 -0.558 2.366
H 5.859 -2.150 2.591
H -5.476 -0.858 2.564
H 1.671 1.457 -0.677
H 2.346 0.915 1.009
H -7.961 -0.969 -0.254
H 3.514 3.200 1.297
H 0.721 -1.421 -3.031
H 1.655 3.248 1.296
H 2.231 3.034 -2.386
H -5.557 -0.897 -0.184
H -7.120 1.446 1.168
H 1.770 4.813 -2.605
H -9.419 1.347 1.140
H -3.014 -0.669 3.829
H 0.275 -2.408 0.389
H 0.650 3.669 -1.615
H 3.758 4.458 -0.792
H 4.288 1.914 -1.294
H 4.730 -0.325 -2.094
H -9.274 -0.304 1.771
H 4.087 -3.250 0.508
H 6.593 -0.504 1.933
H 2.203 5.210 -0.052
H -8.095 0.664 -0.891
H -3.218 -0.770 -1.662
H 1.332 -0.959 0.813
H 4.751 -0.579 2.409
H 4.662 0.901 0.212
H -9.555 -0.336 -0.722


For each record above, in turn, the calculated DFT total energy values are -3330.30375; -1837.39046; -2019.69052; -1251.46740 Ha.